[1]
The following is a quantum chemistry calculation of C7H11I2N as an isolated structure, from the OMol25 dataset.

ORCA input file:
```
! wB97M-V def2-TZVPD RIJCOSX def2/J DEFGRID3
* xyz 0 1
C 2.421 -1.179 -1.664
C -2.741 0.895 -0.938
C 0.727 0.232 1.852
C -1.865 0.294 0.186
C -0.422 0.083 -0.435
C 0.364 -0.532 0.644
C 2.625 -0.801 -0.316
N 2.248 -1.433 -2.744
I 3.975 -2.230 0.486
I 3.484 1.154 -0.112
H -2.654 1.929 -1.086
H -3.807 0.735 -0.737
H -2.562 0.277 -1.841
H 0.219 1.185 1.893
H 0.677 -0.426 2.758
H 1.847 0.576 1.795
H -1.774 1.096 0.961
H -2.265 -0.608 0.551
H -0.126 0.991 -0.834
H -0.468 -0.613 -1.273
H 0.100 -1.627 0.854
*
```

Highest occupied orbital energy (eV): -8.541
Energy above the lowest of the compared OMol25 structures with the same formula, charge and spin (kJ/mol): 207.5
Strongest force on any atom (eV Å⁻¹): 4.23
Gap between HOMO and LUMO (eV): 7.83

***

[2]
The following is a quantum chemistry calculation of one molecule with the formula C4H8N2O, from the OMol25 dataset.

ORCA input file:
```
! wB97M-V def2-TZVPD RIJCOSX def2/J DEFGRID3
* xyz 0 1
H -0.409 1.557 0.125
N 0.540 2.020 0.206
C 1.441 1.178 -0.164
N 1.240 -0.208 -0.298
O 2.404 -0.867 0.158
C 0.051 -0.780 0.347
C -1.173 -0.356 -0.403
C -2.375 -0.056 0.085
H 2.488 1.547 -0.214
H 2.603 -1.508 -0.541
H 0.087 -1.821 0.184
H -0.066 -0.577 1.458
H -1.020 -0.209 -1.463
H -2.615 -0.039 1.123
H -3.197 0.119 -0.603
*
```

Highest occupied orbital energy (eV): -9.183
Energy above the lowest of the compared OMol25 structures with the same formula, charge and spin (kJ/mol): 391.6
Strongest force on any atom (eV Å⁻¹): 2.14
SMILES: [H]/N=C\N(O)CC=C
Gap between HOMO and LUMO (eV): 9.97

***

[3]
The following is a quantum chemistry calculation of a 2-piece molecular cluster, C3H5F2NO2 overall, from the OMol25 dataset.

ORCA input file:
```
! wB97M-V def2-TZVPD RIJCOSX def2/J DEFGRID3
* xyz 0 1
C -0.676 -0.594 -0.505
C 0.191 1.621 -0.370
C 0.404 -1.386 0.131
N 0.311 -1.411 1.414
O -0.753 -0.770 -1.875
O -1.708 -0.360 0.071
F 0.586 1.893 -1.673
F 1.396 -1.890 -0.547
H 0.975 1.398 0.253
H -0.515 2.396 -0.172
H 0.144 -0.928 -2.189
H -0.477 -0.835 1.848
H 1.031 -1.800 1.935
*
```

Highest occupied orbital energy (alpha / beta) (eV): -8.579 / -7.024
Energy above the lowest of the compared OMol25 structures with the same formula, charge and spin (kJ/mol): 435.3
Strongest force on any atom (eV Å⁻¹): 4.64
Gap between HOMO and LUMO (alpha / beta) (eV): 8.84 / 6.88

***

[4]
The following is a quantum chemistry calculation of one molecule with the formula C4H5FO, from the OMol25 dataset.

ORCA input file:
```
! wB97M-V def2-TZVPD RIJCOSX def2/J DEFGRID3
* xyz 0 1
O -0.999 -2.099 1.354
C -0.207 -1.289 0.872
C -0.584 -0.037 0.310
C 0.379 1.140 0.103
C 0.323 0.288 -1.120
F -0.474 0.800 -2.064
H 0.902 -1.563 1.070
H -1.715 -0.009 0.184
H -0.181 2.011 0.001
H 1.312 1.104 0.635
H 1.243 -0.347 -1.345
*
```

Highest occupied orbital energy (eV): -9.695
Energy above the lowest of the compared OMol25 structures with the same formula, charge and spin (kJ/mol): 133.4
Strongest force on any atom (eV Å⁻¹): 3.90
SMILES: O=C[C@H]1C[C@@H]1F
Gap between HOMO and LUMO (eV): 10.62

***

[5]
The following is a quantum chemistry calculation of a 2-piece molecular cluster, C3H8NO3 overall, from the OMol25 dataset.

ORCA input file:
```
! wB97M-V def2-TZVPD RIJCOSX def2/J DEFGRID3
* xyz 1 1
C 1.142 -1.417 0.210
C 0.333 -1.187 1.384
C -0.773 1.040 -0.453
N -0.161 0.559 -1.507
O 0.961 -0.056 0.623
O -0.533 2.227 -0.002
O -1.834 0.455 0.078
H 2.189 -1.537 0.114
H 0.408 -1.388 -0.592
H 0.847 -1.511 2.293
H -0.411 -0.352 -1.879
H -2.341 0.912 0.766
H 0.741 0.851 -1.814
H 0.156 2.821 -0.397
H -0.723 -1.418 1.176
*
```

Highest occupied orbital energy (eV): -14.755
Energy above the lowest of the compared OMol25 structures with the same formula, charge and spin (kJ/mol): 273.6
Strongest force on any atom (eV Å⁻¹): 3.34
Gap between HOMO and LUMO (eV): 11.31

***

[6]
The following is a quantum chemistry calculation of C27H35F3GaNP as an isolated structure, from the OMol25 dataset.

ORCA input file:
```
! wB97M-V def2-TZVPD RIJCOSX def2/J DEFGRID3
* xyz -1 1
C -0.803 2.945 1.892
C -1.800 3.778 1.125
N -1.334 4.753 0.464
C -3.302 3.498 1.110
Ga -3.934 1.942 2.284
C -5.989 1.665 2.203
C -6.798 2.854 2.813
C -7.487 3.585 1.697
F -8.844 3.632 1.673
C -6.777 4.153 0.681
F -6.136 5.287 0.827
F -6.667 3.657 -0.529
P -3.002 -0.145 1.610
C -4.063 -0.802 0.191
C -3.518 -1.289 3.025
H -0.827 3.217 2.951
H 0.185 3.187 1.492
H -0.965 1.870 1.774
H -2.115 5.222 -0.001
H -3.651 3.320 0.086
H -3.796 4.407 1.474
H -3.443 2.220 3.792
H -6.245 1.561 1.144
H -6.186 0.715 2.713
H -6.137 3.521 3.382
H -7.532 2.451 3.522
H -3.612 -0.605 -0.781
H -4.126 -1.887 0.333
H -5.073 -0.391 0.279
H -4.582 -1.095 3.206
H -2.914 -1.025 3.892
H -3.423 -2.333 2.718
C 2.552 -1.708 -1.559
C 1.678 -2.684 -1.097
C 0.580 -2.325 -0.324
C 0.349 -0.990 -0.020
C 1.221 -0.015 -0.487
C 2.323 -0.373 -1.252
H 3.411 -1.986 -2.159
H 1.854 -3.727 -1.339
H -0.097 -3.087 0.042
H -0.512 -0.706 0.581
H 1.039 1.027 -0.252
H 3.004 0.391 -1.610
C 7.162 2.935 -1.191
C 6.420 4.061 -0.861
C 5.182 3.922 -0.246
C 4.692 2.657 0.047
C 5.436 1.531 -0.280
C 6.669 1.670 -0.903
H 8.126 3.044 -1.674
H 6.805 5.048 -1.084
H 4.600 4.799 0.005
H 3.729 2.548 0.530
H 5.052 0.545 -0.050
H 7.246 0.791 -1.163
C 3.985 -5.415 -2.784
C 4.950 -6.303 -2.329
C 4.827 -7.659 -2.600
C 3.744 -8.126 -3.333
C 2.781 -7.236 -3.790
C 2.899 -5.881 -3.512
H 4.078 -4.357 -2.570
H 5.798 -5.938 -1.763
H 5.577 -8.353 -2.240
H 3.651 -9.183 -3.548
H 1.937 -7.600 -4.363
H 2.146 -5.188 -3.864
*
```

Highest occupied orbital energy (eV): -3.864
Strongest force on any atom (eV Å⁻¹): 2.25
Gap between HOMO and LUMO (eV): 6.13

***

no.,electronic energy (eV)
1,-25125.0573
2,-9302.3342
3,-14207.9174
4,-8991.6471
5,-10864.0652
6,-99870.9223